Entry 1:
Below is 2 unconnected molecules or ions with the total composition Br2H2O2P at a distorted geometry, with properties calculated with ωB97M-V/def2-TZVPD.

```
! wB97M-V def2-TZVPD RIJCOSX def2/J DEFGRID3
* xyz 1 1
O 1.159 -1.007 0.911
O 1.490 -2.654 -0.940
P 0.858 -2.518 0.494
Br 4.186 -0.219 -0.132
Br -1.719 -2.393 -0.166
H 0.791 -0.569 1.629
H 1.896 -2.376 -1.866
*
```

Values from the calculation:
**ΔE to the lowest compared entry with this formula, charge and spin**: 4.078 eV
**E_HOMO (alpha / beta)**: -14.608 / -14.183 eV
**Orbital gap (alpha / beta)**: 5.47 / 7.35 eV
**LUMO energy (alpha / beta)**: -9.1391 / -6.8303 eV


Entry 2:
Below is a molecular structure, Br2HIOP at a distorted geometry, with properties calculated with ωB97M-V/def2-TZVPD.

```
! wB97M-V def2-TZVPD RIJCOSX def2/J DEFGRID3
* xyz 1 1
O -0.891 -2.138 0.220
P 0.651 1.566 0.643
Br 1.809 1.947 -1.299
Br -1.390 2.401 0.191
I 0.359 -0.869 -0.461
H -0.538 -2.908 0.706
*
```

Values from the calculation:
**ΔE to the lowest compared entry with this formula, charge and spin**: 0.017 eV
**E_HOMO**: -14.822 eV
**Orbital gap**: 8.07 eV
**LUMO energy**: -6.7554 eV


Entry 3:
Below is 2 unconnected molecules or ions with the total composition Br2IOP at a distorted geometry, with properties calculated with ωB97M-V/def2-TZVPD.

```
! wB97M-V def2-TZVPD RIJCOSX def2/J DEFGRID3
* xyz 0 1
O -0.612 -0.771 1.180
P 0.088 -0.608 -0.067
Br 1.336 1.260 0.164
Br 0.283 4.246 -3.887
I 0.855 1.862 -3.853
*
```

Values from the calculation:
**SMILES string**: O=PBr.BrI
**ΔE to the lowest compared entry with this formula, charge and spin**: 1.191 eV
**E_HOMO**: -9.789 eV
**Orbital gap**: 8.12 eV
**LUMO energy**: -1.6702 eV


Entry 4:
Below is a molecular structure, BrCdH10O5 at a distorted geometry, with properties calculated with ωB97M-V/def2-TZVPD.

```
! wB97M-V def2-TZVPD RIJCOSX def2/J DEFGRID3
* xyz 2 2
Cd -6.143 3.709 -17.813
Br -8.643 4.413 -18.110
O -5.393 4.769 -19.440
H -4.866 4.262 -20.057
H -5.675 5.536 -19.938
O -4.167 3.196 -17.678
H -3.451 3.570 -18.190
H -3.735 2.756 -16.946
O -5.557 5.247 -16.524
H -5.554 5.018 -15.595
H -4.982 6.010 -16.585
O -6.444 2.378 -15.973
H -7.134 2.375 -15.309
H -5.923 1.599 -15.781
O -6.418 1.958 -18.950
H -5.656 1.380 -18.974
H -6.853 1.817 -19.791
*
```

Values from the calculation:
**ΔE to the lowest compared entry with this formula, charge and spin**: 0.000 eV
**E_HOMO (alpha / beta)**: -19.405 / -19.079 eV
**Orbital gap (alpha / beta)**: 12.24 / 7.39 eV
**LUMO energy (alpha / beta)**: -7.1667 / -11.6896 eV


Entry 5:
Below is a molecular structure, BrCdI2NO3 at a distorted geometry, with properties calculated with ωB97M-V/def2-TZVPD.

```
! wB97M-V def2-TZVPD RIJCOSX def2/J DEFGRID3
* xyz -2 1
Cd 0.239 -0.343 1.236
N -0.869 0.321 -1.670
O 0.263 0.342 -2.079
O -1.896 0.372 -2.393
O -1.055 0.336 -0.436
Br 2.397 0.647 0.272
I 1.255 -2.803 1.653
I -0.334 1.128 3.416
*
```

Values from the calculation:
**ΔE to the lowest compared entry with this formula, charge and spin**: 0.000 eV
**E_HOMO**: -1.863 eV
**Orbital gap**: 6.85 eV
**LUMO energy**: 4.9846 eV


Entry 6:
Below is 2 unconnected molecules or ions with the total composition BrCl4HSi2 at a distorted geometry, with properties calculated with ωB97M-V/def2-TZVPD.

```
! wB97M-V def2-TZVPD RIJCOSX def2/J DEFGRID3
* xyz 0 1
Si -1.851 0.686 -0.201
Si 1.635 -1.112 0.077
Cl -2.449 1.200 1.748
Cl -1.327 2.204 -1.383
Cl 2.259 -1.631 1.917
Cl 2.375 -2.302 -1.362
Br 2.336 0.969 -0.352
H -2.978 -0.014 -0.445
*
```

Values from the calculation:
**ΔE to the lowest compared entry with this formula, charge and spin**: 2.356 eV
**E_HOMO (alpha / beta)**: -8.644 / -8.485 eV
**Orbital gap (alpha / beta)**: 7.13 / 6.61 eV
**LUMO energy (alpha / beta)**: -1.5111 / -1.8763 eV


Entry 7:
Below is 2 unconnected molecules or ions with the total composition BrClFN2O at a distorted geometry, with properties calculated with ωB97M-V/def2-TZVPD.

```
! wB97M-V def2-TZVPD RIJCOSX def2/J DEFGRID3
* xyz -1 1
N 0.465 -0.791 1.121
N 0.638 -0.960 -0.071
O 0.894 -1.086 -1.447
F -0.987 2.959 0.021
Cl -1.939 1.313 -0.051
Br -3.129 -0.611 0.132
*
```

Values from the calculation:
**ΔE to the lowest compared entry with this formula, charge and spin**: 1.510 eV
**E_HOMO**: -4.969 eV
**Orbital gap**: 8.30 eV
**LUMO energy**: 3.3331 eV


Entry 8:
Below is 3 unconnected molecules or ions with the total composition BrClFN2O at a distorted geometry, with properties calculated with ωB97M-V/def2-TZVPD.

```
! wB97M-V def2-TZVPD RIJCOSX def2/J DEFGRID3
* xyz -1 3
N 1.146 1.112 2.366
N 2.047 1.056 1.883
O 3.057 1.246 1.442
F -3.932 -3.460 -4.254
Cl -4.288 -1.178 -4.339
Br -4.786 0.976 -4.818
*
```

Values from the calculation:
**E_HOMO (alpha / beta)**: -2.470 / -4.681 eV
**Orbital gap (alpha / beta)**: 5.23 / 5.77 eV
**LUMO energy (alpha / beta)**: 2.7568 / 1.0871 eV


Entry 9:
Below is BrClFNO in the gas phase at a distorted geometry, with properties calculated with ωB97M-V/def2-TZVPD.

```
! wB97M-V def2-TZVPD RIJCOSX def2/J DEFGRID3
* xyz 0 1
F -0.552 0.189 -1.348
N -0.345 0.208 0.065
Br -0.074 2.249 0.336
O 0.726 -0.485 0.314
Cl 0.244 -2.162 0.633
*
```

Values from the calculation:
**SMILES string**: FN(Br)OCl
**ΔE to the lowest compared entry with this formula, charge and spin**: 2.840 eV
**E_HOMO**: -10.789 eV
**Orbital gap**: 8.31 eV
**LUMO energy**: -2.4827 eV


Entry 10:
Below is 2 unconnected molecules or ions with the total composition BrClIO3P at a distorted geometry, with properties calculated with ωB97M-V/def2-TZVPD.

```
! wB97M-V def2-TZVPD RIJCOSX def2/J DEFGRID3
* xyz 0 1
O 0.004 0.026 1.354
O 2.183 -0.194 -0.093
O -0.859 1.421 -1.074
P 1.372 0.531 1.159
Cl 1.475 -1.359 -1.138
Br -1.997 1.025 -0.058
I -2.177 -1.451 -0.149
*
```

Values from the calculation:
**ΔE to the lowest compared entry with this formula, charge and spin**: 3.750 eV
**E_HOMO**: -8.968 eV
**Orbital gap**: 7.43 eV
**LUMO energy**: -1.5393 eV


What is the formula in the tenth record?
BrClIO3P